{
  "formula": "C47H134O33",
  "method": "ωB97M-V with the def2-TZVPD basis set",
  "orbital_gap_ev": 9.40,
  "total_energy_ev": -118474.7072,
  "species": ["C", "C", "C", "O", "H", "H", "H", "H", "H", "H", "H", "H", "C", "C", "C", "O", "H", "H", "H", "H", "H", "H", "H", "H", "C", "C", "C", "O", "H", "H", "H", "H", "H", "H", "H", "H", "C", "C", "C", "O", "H", "H", "H", "H", "H", "H", "H", "H", "C", "C", "C", "O", "H", "H", "H", "H", "H", "H", "H", "H", "C", "C", "C", "O", "H", "H", "H", "H", "H", "H", "H", "H", "C", "C", "C", "O", "H", "H", "H", "H", "H", "H", "H", "H", "C", "C", "O", "O", "H", "H", "H", "H", "H", "H", "C", "C", "O", "O", "H", "H", "H", "H", "H", "H", "C", "C", "O", "O", "H", "H", "H", "H", "H", "H", "C", "C", "O", "O", "H", "H", "H", "H", "H", "H", "C", "C", "O", "O", "H", "H", "H", "H", "H", "H", "C", "C", "O", "O", "H", "H", "H", "H", "H", "H", "C", "C", "O", "O", "H", "H", "H", "H", "H", "H", "C", "C", "O", "O", "H", "H", "H", "H", "H", "H", "C", "C", "O", "O", "H", "H", "H", "H", "H", "H", "C", "C", "O", "O", "H", "H", "H", "H", "H", "H", "C", "C", "O", "O", "H", "H", "H", "H", "H", "H", "C", "C", "O", "O", "H", "H", "H", "H", "H", "H", "C", "C", "O", "O", "H", "H", "H", "H", "H", "H"],
  "positions_angstrom": [[4.87091, -4.50554, 0.06504], [3.54606, -4.41601, -0.66862], [2.52890, -3.49070, -0.03429], [3.79418, -3.94478, -2.04072], [5.37500, -3.57352, 0.04364], [5.50968, -5.21650, -0.53430], [4.70009, -4.83925, 1.09316], [3.08414, -5.43643, -0.84004], [2.10488, -3.89183, 0.87133], [1.77867, -3.49457, -0.79683], [2.87933, -2.47984, 0.20676], [3.03252, -4.05311, -2.62020], [0.77587, -3.74490, -6.23353], [1.67730, -4.35460, -5.08546], [3.14581, -4.17558, -5.46416], [1.33682, -3.85149, -3.81043], [1.19824, -4.22880, -7.13905], [0.93810, -2.63462, -6.29149], [-0.29640, -3.95018, -6.23392], [1.41791, -5.41398, -5.14315], [3.44348, -3.16700, -5.41874], [3.30243, -4.46709, -6.52107], [3.79235, -4.79641, -4.84342], [1.21372, -2.90766, -3.81292], [1.98399, 1.27773, -5.82086], [0.82910, 2.04189, -6.45263], [-0.55837, 1.42908, -6.24887], [0.83329, 3.40819, -6.06357], [2.84742, 1.95349, -5.92669], [2.26678, 0.47975, -6.52519], [1.84669, 0.85798, -4.81929], [1.01952, 2.06716, -7.53451], [-0.81462, 1.25791, -5.18422], [-0.59781, 0.46096, -6.74452], [-1.39308, 2.01752, -6.71703], [1.72241, 3.65999, -5.75786], [0.11735, -5.68314, -1.49047], [-0.88341, -6.78330, -1.55401], [-0.24846, -8.11740, -1.23313], [-1.96942, -6.63099, -0.66577], [1.00195, -5.89457, -2.10226], [0.35119, -5.49428, -0.44028], [-0.30298, -4.74490, -1.82968], [-1.25810, -6.78363, -2.59938], [0.70528, -8.20144, -1.74690], [-0.98690, -8.88441, -1.49199], [-0.13276, -8.23760, -0.13782], [-2.32773, -5.74413, -0.85920], [-1.13529, -4.84899, 2.11984], [-0.31206, -4.89518, 3.39954], [1.06021, -5.61929, 3.26933], [-0.04068, -3.55327, 3.77924], [-2.23959, -4.92142, 2.26872], [-0.89814, -5.70067, 1.47008], [-0.80933, -3.88400, 1.69132], [-0.83421, -5.38445, 4.23350], [0.88805, -6.57996, 2.69817], [1.41800, -5.98423, 4.24087], [1.82885, -5.12992, 2.65960], [-0.37091, -3.46888, 4.71969], [3.50262, -0.83635, -2.97523], [3.48015, 0.20316, -1.86595], [4.84766, 0.62644, -1.55152], [2.71736, 1.45357, -2.12880], [3.75972, -0.27467, -3.85502], [2.56628, -1.35570, -3.12750], [4.25415, -1.54681, -2.74656], [3.02075, -0.23325, -0.94774], [5.38565, 1.13787, -2.36785], [5.41941, -0.30975, -1.39955], [4.79521, 1.24582, -0.63739], [1.77294, 1.22022, -2.03111], [-1.13186, 1.18915, 0.49823], [0.13923, 0.39702, 0.23409], [0.05725, -0.91992, 0.97307], [0.20769, 0.19999, -1.18506], [-0.99289, 2.18064, 0.01953], [-1.29356, 1.34994, 1.53531], [-2.05496, 0.69196, 0.13234], [0.98820, 1.03182, 0.57816], [-0.81243, -1.45838, 0.61712], [-0.09902, -0.51003, 2.00019], [0.86369, -1.63902, 0.97480], [-0.70222, 0.36386, -1.58861], [0.97783, 6.45521, 1.98539], [2.25883, 6.73792, 1.16228], [2.27610, 6.02056, -0.09226], [1.02531, 7.56770, 2.92474], [1.05395, 5.48917, 2.51890], [0.08173, 6.55679, 1.37531], [3.13333, 6.58887, 1.79705], [2.35469, 7.80096, 0.91447], [1.41027, 6.05775, -0.52816], [0.80991, 7.12558, 3.76909], [-3.87372, -3.08497, -1.02580], [-3.28196, -2.97962, 0.38073], [-3.66394, -1.70605, 0.92738], [-3.26371, -4.19307, -1.69210], [-3.68039, -2.12563, -1.50242], [-4.96544, -3.24735, -0.86433], [-2.20617, -3.02927, 0.16287], [-3.56222, -3.83201, 0.99628], [-3.04898, -1.46233, 1.64294], [-3.98160, -4.69624, -2.17953], [3.52780, 3.57952, 2.21398], [2.43282, 2.96807, 1.26583], [1.17899, 2.96040, 1.89452], [4.78418, 3.29154, 1.64924], [3.46233, 3.20235, 3.22479], [3.29175, 4.66624, 2.36847], [2.74883, 1.92890, 1.06164], [2.39194, 3.48902, 0.28604], [1.28519, 2.36587, 2.69533], [4.72638, 3.59844, 0.70936], [-0.27952, 3.28940, -3.11015], [0.45880, 3.93993, -1.91270], [-0.25540, 5.11791, -1.54043], [-0.82415, 4.24130, -4.01967], [-1.09526, 2.63608, -2.75689], [0.39807, 2.59739, -3.58270], [1.52141, 4.14313, -2.13572], [0.38425, 3.24384, -1.11303], [-0.76239, 5.36123, -2.33585], [-0.38507, 4.07006, -4.90580], [-1.11334, -1.94414, -3.07163], [-2.17790, -0.97410, -3.53308], [-2.13477, 0.25787, -2.82828], [0.18681, -1.42036, -3.35230], [-1.07473, -2.88004, -3.59835], [-1.23008, -2.01757, -1.97822], [-3.14518, -1.48399, -3.39955], [-2.06315, -0.74352, -4.58174], [-3.02703, 0.38472, -2.42126], [0.42541, -0.90806, -2.54134], [-3.08758, 3.65083, -0.89908], [-3.91558, 4.21754, -2.09429], [-4.78888, 3.24844, -2.61138], [-3.87084, 3.40005, 0.31114], [-2.20719, 4.28353, -0.64263], [-2.77310, 2.63160, -1.14294], [-3.22106, 4.56175, -2.88185], [-4.42500, 5.10752, -1.70620], [-5.13553, 3.54650, -3.44913], [-4.76140, 3.03681, 0.14854], [-6.13614, -0.20839, -1.71334], [-6.27092, 0.25652, -0.26332], [-6.48696, 1.69129, -0.09171], [-4.93668, 0.35257, -2.26089], [-6.98387, -0.05785, -2.36997], [-5.85251, -1.24771, -1.70503], [-5.31304, 0.01296, 0.25268], [-7.14218, -0.27516, 0.16960], [-7.37403, 1.88173, -0.36861], [-5.05327, 1.34168, -2.40144], [4.01060, -0.19701, 3.47369], [2.85302, -0.94554, 2.82239], [1.85177, -1.23502, 3.83184], [5.04375, -0.09510, 2.49179], [4.44485, -0.67676, 4.36356], [3.68316, 0.82735, 3.71116], [3.28538, -1.83129, 2.46162], [2.59193, -0.35292, 1.90948], [1.30373, -1.99988, 3.52622], [4.79445, 0.62063, 1.90941], [-2.67530, -3.03710, 5.69601], [-3.69294, -2.29075, 6.48917], [-3.21823, -1.05722, 6.89336], [-1.42094, -3.18441, 6.31963], [-2.51626, -2.67996, 4.67246], [-3.01441, -4.07658, 5.58640], [-3.89148, -2.84770, 7.40455], [-4.65108, -2.23953, 5.96352], [-3.26123, -0.40876, 6.14681], [-1.14016, -2.27418, 6.52479], [-3.98210, 0.15053, 3.34320], [-4.39379, 1.47469, 4.08214], [-3.70718, 1.51667, 5.33724], [-2.56410, 0.03724, 3.27120], [-4.37721, 0.08098, 2.31070], [-4.38668, -0.66786, 3.96515], [-5.44106, 1.44073, 4.26741], [-4.05345, 2.30232, 3.44389], [-3.09282, 2.26735, 5.33256], [-2.33455, 0.42607, 4.13992], [1.21473, 1.61444, 5.38785], [0.10076, 0.99754, 6.22661], [0.13632, -0.36469, 6.48054], [0.96210, 1.35470, 4.02956], [2.17302, 1.15481, 5.73025], [1.26790, 2.67442, 5.57042], [-0.91548, 1.18488, 5.83596], [0.12044, 1.53433, 7.19761], [1.02451, -0.66731, 6.79135], [1.18052, 0.45277, 3.84564], [-1.43405, 4.39608, 4.28116], [-1.88192, 3.97128, 2.85916], [-3.11703, 4.68434, 2.65178], [-2.40155, 4.06718, 5.29737], [-1.20133, 5.46770, 4.29121], [-0.52305, 3.82633, 4.59654], [-2.03135, 2.89642, 2.80472], [-1.10016, 4.30088, 2.10735], [-3.59941, 4.31092, 1.90201], [-3.23724, 4.46025, 4.97203], [4.38086, 4.74818, -3.24289], [5.15642, 4.69846, -1.98862], [4.28424, 4.32374, -0.95218], [3.75162, 3.54332, -3.63942], [4.99276, 5.06862, -4.08641], [3.62088, 5.49726, -3.12029], [5.74440, 5.57637, -1.85741], [5.80882, 3.82919, -2.12747], [3.66107, 5.03477, -0.75771], [3.61129, 2.96353, -2.88794]],
  "forces_ev_per_a": [[-0.2, -1.7, -1.4], [-0.3, -0.4, -1.5], [0.3, -0.2, -0.1], [1.1, 0.0, 1.1], [0.4, 1.1, 0.2], [-0.5, 0.5, 1.0], [0.2, -0.1, -0.2], [0.5, 0.9, 0.8], [-0.2, -0.3, 0.4], [-1.0, 0.7, -0.1], [0.2, -0.2, -0.5], [-0.5, -0.1, 0.2], [1.5, 0.4, -0.1], [-1.3, 0.6, -1.7], [-0.4, -1.4, -0.6], [0.6, -1.6, 0.2], [-0.5, 0.6, 0.2], [-0.2, -0.9, -0.1], [0.1, -0.1, 0.5], [0.2, -0.1, 0.7], [0.4, 1.4, 0.4], [-0.1, -0.1, 0.5], [0.0, 0.2, 0.1], [-0.2, 1.1, -0.2], [0.4, 0.0, -1.2], [-0.3, -0.4, -0.6], [-0.7, 0.3, 0.2], [0.0, 0.7, 0.7], [0.0, -0.2, 0.8], [-0.3, -0.2, 0.4], [0.0, 0.4, -0.1], [0.0, -0.2, 0.0], [0.2, 0.2, -0.4], [0.2, -0.2, 0.0], [0.9, -0.2, 0.4], [-0.4, -0.2, -0.1], [0.2, 0.9, 0.7], [0.1, -0.7, -0.9], [-0.8, -0.3, 0.6], [-0.3, 0.9, -0.1], [-0.2, 0.1, 0.3], [0.5, -0.2, 0.0], [-0.1, 0.3, -0.4], [0.0, -0.3, 0.3], [0.0, -0.4, 0.0], [0.5, -0.2, -0.3], [0.3, 0.4, -0.5], [-0.1, -0.3, 0.3], [0.1, -0.4, 0.1], [1.1, -0.6, 0.2], [-1.1, -2.0, -1.0], [-0.6, 0.7, 1.8], [0.9, 0.5, 0.1], [0.0, 0.4, 0.0], [-0.6, -0.5, -0.4], [-0.1, 0.0, -0.3], [0.0, 0.7, 0.5], [0.2, 0.7, -0.2], [-0.2, 0.4, 0.5], [0.5, 0.3, -1.0], [-0.9, 1.3, 0.1], [-1.8, 0.3, 0.4], [1.5, -0.1, 0.8], [0.0, -1.5, -0.1], [0.2, 0.0, -0.8], [-0.2, 0.0, 0.0], [0.7, -0.8, 0.1], [0.3, 0.1, -0.4], [-0.5, 0.1, 0.2], [0.0, 0.6, 0.4], [0.6, -0.2, -0.4], [0.3, 0.1, 0.0], [0.1, 0.6, -0.9], [-0.3, 0.0, -0.2], [-0.3, 1.0, 1.1], [-0.6, 0.4, -1.0], [-0.4, -0.6, 0.3], [0.0, 0.2, 0.9], [0.6, 0.1, -0.1], [-0.4, -0.7, -0.5], [-0.5, 0.0, 0.2], [-0.1, -1.2, -0.3], [0.6, 0.3, -0.3], [1.2, -0.1, 0.5], [1.7, 1.4, 0.1], [-1.0, 0.3, -0.9], [0.6, -0.2, 0.6], [-0.7, -1.5, 0.9], [-0.3, 0.3, -0.5], [-0.1, -0.3, -0.1], [0.1, -0.8, -0.4], [-0.6, 0.1, 0.2], [-0.1, 0.1, 0.2], [0.1, 0.9, -0.4], [-1.0, -0.3, 1.5], [0.6, 0.6, -1.0], [0.4, -0.7, 0.0], [-1.6, -0.6, -0.8], [-0.1, -0.1, -0.4], [0.5, 0.2, -0.6], [0.0, 0.0, 0.6], [-0.1, 0.1, 0.1], [-0.1, -0.2, -0.3], [1.4, 0.9, 0.8], [-1.2, 0.6, -1.3], [0.9, 0.1, 0.7], [-0.2, -0.3, 0.7], [0.1, 0.4, -0.3], [0.1, -0.7, 0.2], [0.5, -0.6, -0.5], [0.1, 0.1, -0.1], [-0.1, -0.2, 0.8], [-0.6, 0.7, -0.8], [0.2, -0.2, 0.6], [-0.2, -0.4, 0.6], [-0.6, 0.3, -1.5], [0.1, 0.3, 0.0], [0.7, -0.3, -0.7], [0.0, 0.4, 0.1], [0.5, -0.1, -0.5], [-0.4, 0.1, 0.0], [0.3, -0.6, 0.9], [0.3, 0.2, 0.1], [-0.3, 0.3, 1.1], [0.7, 1.2, 0.2], [-0.5, -0.8, -0.3], [-0.7, 0.0, 0.9], [0.3, 0.7, 0.9], [-0.9, -0.6, 0.1], [0.0, -0.6, -0.2], [0.1, 0.4, -0.1], [0.1, -0.1, -0.5], [0.7, -0.1, -0.4], [0.2, -0.3, -0.7], [-1.2, -1.0, -0.1], [1.7, 0.8, 1.1], [-0.4, -0.7, 0.3], [-0.1, 0.8, -0.1], [-0.9, -0.4, -0.1], [0.5, 0.3, -0.6], [0.0, -0.2, 0.3], [-0.4, -0.1, -0.2], [-0.1, 0.2, -0.3], [0.4, 0.0, -0.5], [1.8, 0.6, 0.6], [-0.5, 0.2, 0.1], [1.1, -1.1, -0.1], [-0.3, 1.9, -0.7], [-0.4, 0.2, 0.0], [-0.6, -0.7, 0.2], [-0.9, 0.1, -0.3], [0.6, 0.1, 0.2], [-0.7, 0.2, -0.2], [0.2, -1.3, 0.4], [0.1, 0.8, -0.5], [0.4, 0.7, 1.1], [-0.1, 0.0, -1.5], [0.0, -0.4, 0.4], [-0.4, 0.0, -0.3], [0.0, -0.2, 0.4], [0.4, -1.5, -0.5], [-0.7, -0.3, 0.8], [0.3, 0.5, 0.4], [0.2, 0.5, -0.3], [-0.1, -1.9, -1.1], [-0.3, -0.6, 0.4], [0.3, 1.9, -0.6], [0.5, 0.9, 0.3], [-0.2, 0.5, 0.0], [-0.3, 0.2, -0.1], [0.0, -0.1, 0.1], [0.0, 0.0, -0.3], [-0.1, -0.5, 0.9], [0.2, -0.1, 0.2], [-0.7, 0.5, 0.4], [1.8, -1.0, -1.0], [0.1, -0.5, -0.4], [-0.4, 0.5, 0.7], [0.0, 0.2, 0.7], [0.0, -0.1, -0.4], [-0.9, 0.3, 0.0], [-0.5, 0.1, 0.3], [0.0, 0.3, 0.1], [0.6, -0.4, -0.4], [-0.3, -1.8, 0.5], [-0.5, 1.7, 1.5], [1.2, -1.8, 0.0], [0.1, 1.7, -0.3], [-0.4, 0.3, -0.3], [-0.1, 0.5, -0.1], [0.6, 0.1, -0.2], [0.0, 0.0, -0.2], [-1.0, 0.6, -0.4], [0.2, -1.7, -0.1], [0.8, -1.2, -0.1], [0.2, 1.5, 0.2], [0.4, -0.2, 0.6], [-0.5, 0.4, -0.9], [-0.2, -0.1, 0.0], [-0.6, 0.5, -0.5], [0.1, -0.2, 0.0], [-0.7, -0.6, 0.8], [0.2, -0.2, -0.4], [0.4, -0.2, 0.2], [-0.6, 0.4, -1.4], [0.0, -2.4, -0.6], [0.4, -0.1, 0.8], [0.5, 0.3, -0.4], [0.2, 0.0, 0.0], [-0.7, 0.7, 0.0], [0.3, 0.9, 0.5], [0.4, 0.2, 0.4], [-0.4, 0.4, 0.1], [-0.4, -0.4, 0.5]]
}